(1)
Here is 2 unconnected molecules or ions with the total composition C4H10NS2 from the OMol25 dataset. Energies are from ωB97M-V/def2-TZVPD.

Each line ends with the Löwdin charge.
Positions of all 17 atoms, in Å:
S 1.9802 -0.1753 0.4814  0.704
S 4.5429 0.0421 -0.8879  0.806
N -0.7367 1.0647 0.6271  0.201
C -1.3776 0.1580 0.1021  -0.396
C -0.7539 -0.8006 -0.8969  -0.022
C 3.2072 0.7485 -0.0263  -0.993
C -2.7253 -0.1573 0.5150  0.008
H -2.9485 0.2856 1.4421  0.088
H -0.9057 1.6900 1.4310  0.185
H 0.2971 0.9163 0.3697  0.005
H 0.0930 -0.3832 -1.4813  0.087
H -1.5123 -1.4100 -1.4100  0.108
H 3.2202 1.8381 0.0853  0.035
H -3.5729 0.0916 -0.0516  0.101
H 4.3793 -1.2252 -0.6846  -0.133
H -2.8871 -1.2422 0.4685  0.122
H -0.2998 -1.4411 -0.0837  0.096

As for the multiplicity: 1. The frontier orbital gap is 8.69 eV. For the LUMO energy, the calculation gives -4.2 eV. Its HOMO energy is -12.89 eV. As for the net charge: +1.

***

(2)
Here is 3 unconnected molecules or ions with the total composition C5H10ClNO2 from the OMol25 dataset. Energies are from ωB97M-V/def2-TZVPD.

Each line ends with the Löwdin charge.
Positions of all 19 atoms, in Å:
Cl -1.1813 -3.7840 1.0450  0.419
O -4.6463 1.1430 1.4864  0.233
O -4.8517 -0.1562 -0.3922  0.195
N -0.3786 0.9705 -1.2625  0.196
C -1.7466 -2.4428 -0.0257  -0.558
C -4.7590 0.5026 0.5565  -0.436
C -0.6225 2.9847 -0.0472  -0.068
C 0.1907 2.0114 -0.9173  -0.537
C 1.6514 2.2765 -1.2121  -0.056
H 1.9607 3.3084 -1.5410  0.093
H 2.1080 2.1587 -0.2388  0.068
H -1.4628 -1.4143 0.3771  0.024
H -2.8818 -2.3738 -0.0721  0.028
H -1.5510 3.4465 -0.4735  0.078
H -1.3082 -2.5915 -1.1345  0.075
H -0.9642 2.4535 0.8306  0.047
H 0.1406 0.2132 -1.6789  0.089
H -0.0335 3.7205 0.4799  0.060
H 2.1125 1.5547 -1.8366  0.049

As for the multiplicity: 3. The frontier orbital gap (spin up / spin down) is 5.32 / 8.47 eV. For the LUMO energy (spin up / spin down), the calculation gives 0.4 / -2.3 eV. Its HOMO energy (spin up / spin down) is -4.89 / -10.81 eV. As for the net charge: 0.

***

(3)
Here is a molecular structure, C19H25FLiN3O2S from the OMol25 dataset. Energies are from ωB97M-V/def2-TZVPD.

Each line ends with the Löwdin charge.
Positions of all 52 atoms, in Å:
S -2.8282 -0.0926 0.3476  0.712
F -1.7957 3.3968 0.6856  -0.656
O -2.2082 2.2850 3.1592  -0.142
O 1.0426 -2.8476 1.2205  0.104
N 0.5407 1.5565 1.5507  0.061
N -0.6841 -0.0312 -1.2248  0.025
N -0.6502 -1.5301 0.5563  0.105
C -1.0841 2.8968 3.7874  -0.268
C 2.6419 1.3562 0.4423  -0.057
C 0.9996 0.8329 2.5751  -0.276
C 0.0491 0.5882 3.7098  -0.134
C -1.1792 1.0528 -2.0593  -0.204
C 1.3458 1.8340 0.5273  -0.130
C 0.3095 -3.1672 -3.3821  -0.066
C 2.6110 -2.9323 -2.7224  -0.067
C 3.1183 0.5759 1.4884  -0.058
C -2.8043 -0.3112 -3.4558  -0.103
C -0.2745 1.8447 4.5367  -0.155
C -0.0956 -2.8502 -2.0964  -0.037
C 2.2971 0.3267 2.5740  -0.010
C 2.2098 -2.6290 -1.4322  -0.017
C 0.4611 -2.3189 0.2973  -0.412
C -1.5614 0.5734 -3.4580  -0.229
C 0.8550 -2.5614 -1.1202  -0.172
C 1.6609 -3.1965 -3.6997  -0.072
C -1.3156 -0.5403 -0.1655  -0.857
Li -1.4205 1.9686 1.2798  0.487
H 0.6447 2.3190 4.8880  0.120
H -0.3952 1.8097 -2.1285  0.116
H 0.2380 -0.3796 -1.4361  0.129
H -2.6563 -1.1925 -2.8292  0.051
H -1.1492 -2.8440 -1.8437  0.119
H 3.2570 1.5850 -0.4173  0.104
H -0.4303 -3.4016 -4.1363  0.110
H -0.4620 3.3951 3.0386  0.105
H -2.6343 2.9752 2.6179  0.078
H 0.9207 2.4782 -0.2357  0.109
H -1.7413 1.4584 -4.0717  0.110
H -3.6631 0.2359 -3.0669  0.076
H -0.8433 1.5185 5.4101  0.116
H -0.8984 0.2156 3.3097  0.106
H -1.0204 -1.6507 1.4881  0.124
H -1.4187 3.6529 4.5056  0.121
H 2.6472 -0.2810 3.3967  0.117
H -3.0381 -0.6462 -4.4670  0.071
H 3.6656 -2.9785 -2.9600  0.107
H -0.7191 0.0297 -3.8979  0.101
H -2.0351 1.5009 -1.5584  0.083
H 1.9742 -3.4339 -4.7079  0.106
H 2.9335 -2.4412 -0.6496  0.120
H 4.1225 0.1717 1.4607  0.110
H 0.4603 -0.1766 4.3690  0.117

As for the multiplicity: 1. The frontier orbital gap is 8.63 eV. For the LUMO energy, the calculation gives -0.1 eV. Its HOMO energy is -8.73 eV. As for the net charge: 0.

***

(4)
Here is a molecular structure, C28H31N9O2RhSSe from the OMol25 dataset. Energies are from ωB97M-V/def2-TZVPD.

Each line ends with the Löwdin charge.
Positions of all 73 atoms, in Å:
Rh 0.6270 -0.1175 0.5884  1.037
Se -2.3986 0.8435 1.2865  1.065
S 1.8781 -2.4210 1.0581  0.891
O 4.0010 1.6492 -0.6466  0.107
O 0.1891 2.3609 0.3302  -0.078
N 0.9882 -4.4556 -0.3305  0.097
N 1.1012 -0.2297 -1.4535  -0.012
N -1.3352 -0.5601 0.6123  -0.398
N -1.0234 3.5470 -1.2125  -0.137
N 0.5533 -4.4586 2.0156  0.073
N 2.3756 0.6703 0.6407  -0.151
N 0.2640 4.6220 0.3982  -0.133
N -3.8134 0.3739 0.3285  -0.267
N 0.7583 0.2423 2.6371  -0.032
C 0.3463 -6.2512 -1.8260  -0.014
C -2.7751 -3.1446 -1.6162  -0.082
C 2.1479 1.1983 4.3076  0.002
C -0.1764 3.4503 -0.1399  -0.499
C -4.4209 -1.4457 -1.1616  -0.018
C 0.8916 -0.7262 -3.7668  -0.018
C 2.0969 -0.1018 -4.0308  -0.017
C 0.1260 0.0802 4.9225  -0.028
C 1.2617 0.7893 5.2871  -0.026
C 1.8793 0.9062 2.9806  -0.238
C -0.0649 -5.6362 1.8765  -0.090
C -0.0891 -0.1788 3.5868  -0.130
C 0.4016 -5.6563 -0.4557  -0.309
C -2.1847 -1.2913 -0.2054  -0.377
C -1.8409 -2.4873 -0.8194  -0.074
C 2.8281 1.2797 1.8734  -0.128
C -0.1513 -6.2810 0.6560  0.004
C 0.9627 4.5885 1.6680  -0.038
C -2.1357 4.4919 -1.2111  -0.040
C 3.0042 0.9697 -0.5278  -0.467
C 0.4251 5.8430 -0.3749  -0.044
C 2.8043 0.4620 -2.9779  0.029
C -3.5015 -0.7724 -0.3516  -0.399
C 0.4203 -0.7692 -2.4641  -0.091
C -1.2747 2.3469 -1.9911  -0.040
C 2.2789 0.3737 -1.7096  -0.175
C -4.0527 -2.6233 -1.7901  -0.083
C 1.0231 -3.9624 0.8903  -0.801
H 0.6801 5.4597 2.2598  0.097
H -2.5029 -4.0733 -2.1013  0.095
H -3.0674 3.9608 -0.9960  0.097
H -1.5337 2.6414 -3.0092  0.100
H -4.7695 -3.1454 -2.4098  0.106
H 2.4813 -0.0494 -5.0407  0.121
H 1.4652 6.1698 -0.3126  0.095
H -0.9502 -0.7337 3.2409  0.085
H -0.4867 -6.0702 2.7747  0.119
H -2.2293 4.9749 -2.1847  0.097
H 1.3087 -6.1332 -2.3211  0.090
H 0.3039 -1.1769 -4.5540  0.119
H -0.5263 -1.2297 -2.2228  0.095
H -0.8515 -2.8981 -0.6798  0.073
H 3.0548 1.7320 4.5588  0.129
H 1.4610 1.0081 6.3277  0.121
H -0.5843 -0.2707 5.6569  0.119
H -0.6315 -7.2453 0.5698  0.118
H -0.2080 6.6495 0.0013  0.094
H -1.9959 5.2543 -0.4522  0.081
H 0.0779 -7.3046 -1.7936  0.085
H -5.4166 -1.0373 -1.2707  0.116
H 0.6940 3.6867 2.2103  0.079
H 3.7508 0.9687 -3.1067  0.132
H 2.8837 2.3675 1.7700  0.123
H 2.0481 4.6075 1.5238  0.093
H -2.0976 1.7529 -1.5810  0.073
H -0.3989 -5.7237 -2.4244  0.081
H -0.3769 1.7396 -2.0198  0.063
H 3.8372 0.9390 2.1232  0.145
H 0.1847 5.6608 -1.4181  0.090

As for the multiplicity: 5. The frontier orbital gap (spin up / spin down) is 5.98 / 5.04 eV. For the LUMO energy (spin up / spin down), the calculation gives -2.7 / -5.3 eV. Its HOMO energy (spin up / spin down) is -8.68 / -10.34 eV. As for the net charge: +1.

***

(5)
Here is 12 unconnected molecules or ions with the total composition C20H64N14O12 from the OMol25 dataset. Energies are from ωB97M-V/def2-TZVPD.

Each line ends with the Löwdin charge.
Positions of all 110 atoms, in Å:
O -0.4748 3.5680 1.5784  -0.010
O 0.5274 0.6755 3.6372  -0.078
O 1.1886 1.7002 -3.1186  -0.099
O 0.0305 -3.6368 -0.1968  -0.020
O -5.1883 -2.6203 1.6231  -0.076
O -3.0136 1.2225 0.3366  -0.094
O 0.8050 6.0731 -0.2030  -0.006
O 0.6362 -3.9835 -2.8153  -0.094
O -3.5509 -2.7784 -2.9958  0.032
O 3.1510 2.9610 0.9024  0.021
O 1.9454 -0.6015 -0.2507  -0.013
O 5.0796 -3.4302 -2.5063  0.012
N -5.0802 -2.4579 -1.3311  0.153
N 4.5802 -1.9496 -0.8241  0.142
N 5.3791 2.7123 1.3769  0.165
N -0.1708 -4.3639 1.9272  0.179
N 0.8532 1.2540 0.4564  0.184
N 0.3825 5.4307 2.5424  0.177
N 4.0215 3.9333 2.7583  0.157
N 1.9073 -3.9491 1.0220  0.201
N 3.1223 -2.2240 -2.5070  0.171
N 2.5236 5.5341 -1.5780  0.161
N 1.0469 3.9189 -0.9507  0.188
N -2.9259 -3.0114 -0.7998  0.178
N -0.7953 3.8900 3.7978  0.166
N -0.3077 -0.6574 0.1054  0.206
C 0.4804 -4.4264 -5.1748  -0.052
C 0.5873 -0.7229 3.4666  -0.349
C -0.3859 -2.2915 -4.1774  -0.061
C -3.4374 -1.1023 2.3853  -0.053
C -0.2940 4.2557 2.5789  -0.637
C -3.1254 3.3485 -0.7531  -0.047
C -4.9642 -2.3071 3.9672  -0.053
C 2.5637 1.6334 -3.4757  -0.277
C 0.5334 -1.4224 4.8071  -0.084
C 0.5599 -3.9126 0.8788  -0.633
C -3.8287 -2.7809 -1.8135  -0.665
C 3.4216 2.0007 -2.2569  -0.082
C 4.1179 3.1987 1.5965  -0.631
C 4.3214 -2.6263 -1.9898  -0.687
C 0.8988 -0.0466 0.0929  -0.644
C 1.3885 5.2156 -0.8632  -0.644
C -2.4564 1.1777 -1.9768  -0.042
C -4.2177 -2.3980 2.6308  -0.470
C -0.1953 -3.7884 -3.9879  -0.475
C -3.3242 1.8633 -0.9353  -0.441
H 3.4221 3.0941 -2.2224  0.038
H -2.4816 1.8552 0.8354  0.060
H -0.4671 -1.6067 -0.1809  0.061
H 2.3135 -4.3822 1.8284  0.103
H 1.4208 -3.8883 -5.3280  0.079
H -3.3202 -2.9783 0.1217  0.059
H -3.4050 3.9847 -1.5899  0.089
H 2.8817 6.4660 -1.5131  0.098
H 2.8877 4.8651 -2.2306  0.067
H -1.1224 -2.0413 -4.9400  0.083
H -3.5210 -3.2348 2.6018  0.128
H 4.4667 1.7161 -2.4342  0.082
H -2.3882 0.1028 -1.8214  0.062
H -2.0608 3.5367 -0.5626  0.064
H 2.4338 -3.6809 0.2058  0.105
H -5.9062 -2.8511 3.8646  0.078
H 5.4329 -2.0762 -0.3175  0.093
H 0.1463 -3.9028 -1.9866  0.023
H 0.4278 6.0946 3.2901  0.101
H 2.6274 -2.7044 -3.2340  0.080
H 0.6473 5.6769 1.5855  0.062
H -4.0456 -0.2079 2.2737  0.081
H -5.7553 -2.1423 -1.9994  0.099
H 0.5641 -1.8095 -4.4404  0.072
H 3.1365 1.5419 -1.3178  0.048
H -4.4810 -2.6010 4.8982  0.077
H -5.3208 -1.2877 4.1654  0.080
H -4.3792 1.6627 -1.1348  0.134
H -1.1663 -4.2661 1.8620  0.095
H -5.2530 -2.6169 -0.3510  0.049
H 0.7791 -2.4743 4.6780  0.062
H -1.4226 1.5367 -2.0226  0.067
H 2.8180 0.5999 -3.7375  0.101
H -5.6826 -1.8038 1.4921  0.104
H -3.5963 3.7051 0.1656  0.087
H -1.9718 -3.0723 -1.1034  0.062
H 1.5725 -0.9693 3.0425  0.112
H 0.9564 0.9760 -2.5310  0.063
H -1.1274 -4.2621 -3.6670  0.131
H -0.7497 4.4727 4.6101  0.097
H 3.1934 4.4789 2.9157  0.089
H 2.7552 2.2822 -4.3240  0.113
H 1.6570 1.8078 0.7365  0.065
H 0.2271 -4.7827 2.7460  0.100
H -0.0111 1.7266 0.6524  0.057
H -2.8705 1.3738 -2.9711  0.090
H -1.4289 3.1139 3.7253  0.101
H -0.6379 -1.8118 -3.2283  0.061
H -2.8230 -1.1955 1.4844  0.049
H -0.4514 -1.2746 5.2614  0.070
H 1.2688 3.2997 -1.7133  0.065
H 0.3717 3.6142 -0.2676  0.048
H 1.2320 -0.9866 5.5229  0.076
H 4.8544 4.1165 3.2861  0.088
H -0.1509 -4.2217 -6.0418  0.083
H 3.7909 -1.4542 -0.4332  0.044
H 2.6414 -1.5743 -1.9062  0.046
H -2.7368 -1.0372 3.2225  0.082
H 0.4601 1.1296 2.7919  0.040
H 0.7055 -5.4850 -5.0859  0.079
H 5.5703 2.0311 0.6678  0.105
H -1.1371 -0.1046 0.2728  0.065
H 6.0612 2.9336 2.0777  0.090
H -0.1688 -1.0848 2.7664  0.084

As for the multiplicity: 1. The frontier orbital gap is 9.13 eV. For the LUMO energy, the calculation gives 0.2 eV. Its HOMO energy is -8.88 eV. As for the net charge: 0.

***

For the records above, the corresponding strongest force on any atom values read 5.41; 9.01; 0.95; 0.34; 2.16 eV/A.
For the records above, the corresponding E_tot values read -1009.236976; -861.760721; -1559.471148; -4638.797023; -2470.190493 hartree.